Record 1
Below is 2 unconnected molecules or ions with the total composition C4H9N at a distorted geometry, with properties calculated with ωB97M-V/def2-TZVPD.

Each line ends with the Löwdin charge.
Element x y z (Å)
C (0.882236, 2.794672, -0.003787)  -0.0258
C (0.581192, 1.910177, -0.942419)  -0.2392
C (-0.576843, 2.184747, -1.870441)  -0.1265
H (1.682813, 2.745408, 0.719975)  0.0458
H (0.264066, 3.679855, 0.118477)  0.0537
H (0.840198, 0.858453, -0.872017)  0.0906
H (-0.274037, 2.068062, -2.914404)  0.0685
H (-0.982686, 3.168862, -1.689229)  0.0621
H (-1.351720, 1.420795, -1.749830)  0.0708
C (-0.364855, -3.939295, 1.561571)  -0.1571
N (-0.427909, -4.542538, 2.670509)  0.0098
H (-1.322301, -3.711560, 1.092149)  0.0536
H (0.533224, -3.781077, 0.964757)  0.0590
H (0.516622, -4.856561, 2.914688)  0.0347

Atoms 1-3, force components in eV/Å:
C 0.197 0.395 0.286
C -1.624 -0.114 0.573
C 0.343 -0.852 -0.190

Results
SMILES string: C=CC.C=N
Orbital gap (hartree): 0.386
LUMO energy (eV): 0.87
Highest occupied orbital energy (eV): -9.63
2S+1: 1


Record 2
Below is 20 unconnected molecules or ions with the total composition H40O20 at a distorted geometry, with properties calculated with ωB97M-V/def2-TZVPD.

Each line ends with the Löwdin charge.
Element x y z (Å)
O (-3.823367, -1.500454, 2.123820)  -0.0431
H (-4.765534, -1.609040, 2.149766)  0.0284
H (-3.307114, -0.977809, 1.533024)  -0.0151
O (-3.821565, 1.936219, -1.816671)  -0.0476
H (-4.200855, 2.639911, -2.346066)  0.0350
H (-2.951291, 1.709864, -2.155225)  -0.0044
O (-0.950520, 4.542162, -0.067250)  -0.0598
H (-0.717697, 3.636560, -0.297915)  0.0003
H (-0.309622, 4.689621, 0.638529)  -0.0058
O (2.060580, -4.954375, -2.936468)  -0.0403
H (1.797044, -4.064644, -2.746095)  -0.0048
H (1.735875, -5.431161, -2.168894)  0.0111
O (-2.749075, 1.763966, 4.059376)  -0.0367
H (-2.002738, 1.876554, 4.645385)  0.0243
H (-3.001745, 0.833874, 4.035164)  0.0453
O (1.940832, -1.620198, -4.318649)  -0.0424
H (1.355030, -2.201266, -3.850130)  0.0118
H (1.827933, -1.909254, -5.231014)  0.0594
O (1.432658, 4.424105, 1.443838)  -0.0605
H (1.686217, 3.491731, 1.390697)  0.0160
H (1.913688, 4.544627, 2.277148)  0.0584
O (-0.732934, -0.907728, -4.477581)  -0.0677
H (-1.305632, -0.188373, -4.182137)  0.0266
H (0.136780, -0.500597, -4.356379)  0.0052
O (-3.881078, 2.771730, 1.578294)  -0.0447
H (-3.912683, 3.354922, 0.818302)  0.0382
H (-4.493434, 3.123110, 2.220473)  0.0375
O (-0.832969, 1.206795, -1.701554)  -0.0555
H (-0.464779, 2.050023, -1.980385)  0.0392
H (-1.252732, 1.316284, -0.827525)  0.0213
O (1.630413, -2.944610, 5.297128)  -0.0445
H (1.907012, -2.356247, 4.589037)  0.0141
H (0.873033, -3.390994, 4.963760)  0.0185
O (-0.757517, -1.576504, -0.341523)  -0.0446
H (-1.496633, -2.053320, -0.712414)  0.0353
H (-0.440453, -0.867937, -0.897913)  -0.0087
O (2.437947, 2.414530, -0.255994)  -0.0424
H (2.558573, 3.036267, -0.981290)  0.0450
H (2.819086, 1.578599, -0.537468)  0.0301
O (4.164661, -0.327541, 0.669128)  -0.0444
H (4.318956, -0.688823, 1.536896)  0.0377
H (3.221743, -0.135493, 0.766045)  -0.0065
O (2.219681, -3.982664, -0.284913)  -0.0296
H (2.805770, -4.729561, -0.174657)  0.0524
H (2.542245, -3.164134, -0.651094)  0.0379
O (1.693299, -1.185335, 1.884391)  -0.0233
H (2.166460, -1.358105, 1.083419)  0.0008
H (1.300345, -0.347488, 2.075630)  -0.0166
O (0.357436, 0.794478, 3.223794)  -0.0461
H (-0.103351, 0.819000, 4.080286)  0.0607
H (1.168258, 0.569921, 3.720536)  0.0699
O (-1.917022, 0.630100, 1.139046)  -0.0426
H (-1.156530, 0.704207, 1.715339)  0.0143
H (-2.655504, 1.071222, 1.558134)  0.0003
O (-0.848878, -5.051343, -1.231842)  -0.0257
H (0.051228, -5.037949, -1.516389)  -0.0295
H (-1.455328, -5.520786, -1.796061)  0.0358
O (2.043842, 3.147131, -3.766002)  -0.0371
H (1.318236, 2.843231, -4.290590)  0.0184
H (2.823719, 3.063017, -4.318304)  0.0407

Atoms 1-3, force components in eV/Å:
O 0.771 -1.530 2.302
H -0.219 0.765 -1.056
H -0.360 0.861 -1.213

Results
Orbital gap (hartree): 0.374
LUMO energy (eV): -0.28
Highest occupied orbital energy (eV): -10.47
2S+1: 1


Record 3
Below is a molecular structure, C27H41ClN2O6PReSSe, with properties calculated with ωB97M-V/def2-TZVPD.

Each line ends with the Löwdin charge.
Element x y z (Å)
Re (-1.654289, -0.644584, 1.058188)  1.4894
C (3.139190, 4.010140, -2.106501)  -0.0426
C (2.695652, 2.930449, -1.158642)  -0.2641
C (1.641691, 3.150510, -0.277798)  -0.0415
C (1.264045, 2.182264, 0.640037)  -0.0703
C (1.942338, 0.972557, 0.680488)  -0.2711
C (2.966766, 0.718966, -0.220521)  -0.0404
C (3.338493, 1.696471, -1.128399)  -0.0195
S (1.564015, -0.278785, 1.887362)  0.5676
O (1.796970, -1.544581, 1.259220)  -0.3124
O (2.302625, 0.052651, 3.081077)  -0.2993
N (-0.017049, -0.103416, 2.196844)  -0.3756
C (-0.355797, 0.843169, 3.267360)  -0.1986
C (-1.604123, 1.648508, 2.905230)  -0.6628
O (-1.950859, 2.593918, 3.583800)  0.0576
O (-2.256619, 1.194648, 1.868617)  -0.2076
H (2.284367, 4.539782, -2.529130)  0.0805
H (3.717627, 3.591316, -2.927753)  0.0574
H (3.761568, 4.741121, -1.583641)  0.0815
H (1.109943, 4.095383, -0.303452)  0.1147
H (0.442026, 2.380193, 1.315489)  0.1005
H (3.447100, -0.250800, -0.223535)  0.1145
H (4.120013, 1.487570, -1.848507)  0.1149
H (0.459156, 1.528375, 3.492454)  0.1151
H (-0.569990, 0.314111, 4.205663)  0.1130
N (-1.219421, 0.431637, -0.763616)  -0.0890
C (-2.335359, 0.267516, -1.723968)  -0.1388
C (-3.614254, -0.225459, -1.065071)  -0.5983
O (-4.685753, -0.137196, -1.614424)  0.0770
O (-3.433821, -0.797194, 0.111853)  -0.2378
H (-1.107293, 1.412155, -0.518020)  0.0919
H (-0.346425, 0.120507, -1.271875)  -0.0244
H (-2.018333, -0.487117, -2.449894)  0.0947
H (-2.528273, 1.181701, -2.280845)  0.1297
C (5.243161, 2.272321, -5.727372)  -0.0671
C (4.205303, 1.471016, -4.985943)  -0.3029
C (4.491819, 0.219051, -4.463207)  -0.0413
C (3.530953, -0.549410, -3.809453)  -0.3309
C (3.913703, -1.893781, -3.260225)  -0.1102
C (2.220476, -0.063073, -3.667759)  -0.5955
Se (0.879279, -1.163334, -2.872894)  0.6327
C (1.930725, 1.223380, -4.161316)  -0.3191
C (0.567056, 1.828656, -3.989644)  -0.0940
C (2.914521, 1.956716, -4.813127)  -0.0618
H (6.237956, 1.845127, -5.593016)  0.0671
H (5.272876, 3.309083, -5.382682)  0.0673
H (5.036088, 2.297631, -6.800448)  0.0730
H (5.496890, -0.181479, -4.567968)  0.1057
H (4.979525, -2.082950, -3.403648)  0.0665
H (3.338993, -2.688418, -3.739780)  0.0609
H (3.670964, -1.958373, -2.196779)  0.0542
H (0.359749, 2.002548, -2.929068)  0.0563
H (-0.207686, 1.152302, -4.354631)  0.0551
H (0.495956, 2.784379, -4.512610)  0.0696
H (2.663839, 2.943093, -5.195972)  0.1121
C (-4.955486, -0.138600, 3.103856)  -0.1280
C (-3.789767, -0.677756, 3.932112)  -0.3716
P (-2.708762, -1.808721, 2.983407)  0.8854
C (-3.817220, -3.137679, 2.415217)  -0.3898
C (-4.596206, -3.846085, 3.518511)  -0.1342
C (-1.536393, -2.545179, 4.191703)  -0.3855
C (-1.899907, -2.414086, 5.668123)  -0.1465
H (-5.517556, 0.589372, 3.689136)  0.0777
H (-5.639353, -0.936751, 2.810896)  0.0669
H (-4.601675, 0.353919, 2.200747)  0.0542
H (-4.151214, -1.208175, 4.815569)  0.0725
H (-3.172400, 0.149022, 4.290375)  0.0729
H (-3.181630, -3.836970, 1.869899)  0.0370
H (-4.477343, -2.676092, 1.677687)  0.0759
H (-3.926354, -4.317369, 4.240017)  0.0634
H (-5.223488, -4.630066, 3.092799)  0.0727
H (-5.249057, -3.160133, 4.060759)  0.0634
H (-0.565661, -2.088998, 3.987015)  0.0626
H (-1.431329, -3.591962, 3.903808)  0.0564
H (-1.964595, -1.370895, 5.979148)  0.0667
H (-1.130233, -2.890164, 6.276705)  0.0740
H (-2.852219, -2.892534, 5.901640)  0.0592
Cl (-0.658479, -3.853134, 1.181795)  0.4837
C (-0.924171, -2.413262, 0.104056)  -0.7325
H (-1.613868, -2.766944, -0.665087)  0.0095
H (0.046310, -2.231715, -0.360410)  -0.0693

Atoms 1-3, force components in eV/Å:
Re -0.013 -0.082 0.156
C 0.020 -0.012 0.012
C 0.048 -0.040 -0.014

Results
Orbital gap (alpha / beta) (hartree): 0.230 / 0.198
LUMO energy (alpha / beta) (eV): 2.30 / 1.43
<S²>: 3.768
Highest occupied orbital energy (alpha / beta) (eV): -3.96 / -3.97
2S+1: 4
Total charge: -1


Record 4
Below is C3H8N2OS in the gas phase at a distorted geometry, with properties calculated with ωB97M-V/def2-TZVPD.

Each line ends with the Löwdin charge.
Element x y z (Å)
C (-0.711560, 1.379992, -0.476650)  -0.0686
C (-0.429143, -0.093317, -0.334043)  -0.4657
N (-1.298390, -1.016539, -0.173724)  -0.3251
S (-2.947989, -0.534773, 0.053475)  0.7374
N (0.962242, -0.455860, -0.430643)  -0.1992
C (1.895323, 0.127498, 0.535929)  -0.0618
O (1.175253, -1.841029, -0.485220)  -0.0367
H (0.024519, 1.918508, -1.099501)  0.0874
H (-1.678909, 1.570260, -0.964207)  0.0539
H (-0.670900, 1.958009, 0.468763)  0.0943
H (-3.238158, -1.648634, 0.699254)  -0.1625
H (2.944169, -0.126367, 0.239474)  0.0979
H (1.752783, -0.274919, 1.536097)  0.0833
H (1.910713, 1.226812, 0.584077)  0.0843
H (0.310044, -2.189643, -0.153078)  0.0812

Atoms 1-3, force components in eV/Å:
C 0.353 1.164 -0.101
C 1.043 0.056 0.211
N 0.277 0.407 0.208

Results
SMILES string: C/C(=N\S)N(C)O
Orbital gap (hartree): 0.338
LUMO energy (eV): 0.82
Highest occupied orbital energy (eV): -8.37
2S+1: 1